11
Properties=species:S:1:pos:R:3 method="wB97M-V/def2-TZVPD" relative_energy_ev=1.578 energy_ha=-1493.34358 homo_energy_ev="-9.7 / -9.7" spin_multiplicity=6 charge=0 max_force_ev_per_a=5.59 s2=8.763 gap_ev="9.38 / 8.18"
H 3.188 0.057 0.920
Mn 2.113 -0.793 -0.038
O -1.485 -1.286 -1.673
C -0.681 -1.464 -0.766
C -0.643 1.441 -0.004
O 0.559 -1.691 -0.886
O -1.048 -0.848 0.429
C -0.486 0.352 0.781
H -0.054 2.340 0.183
H -1.485 1.537 -0.695
H 0.022 0.355 1.748


8
Properties=species:S:1:pos:R:3 method="wB97M-V/def2-TZVPD" relative_energy_ev=0.000 energy_ha=-171.10408 homo_energy_ev=-16.4 charge=+1 max_force_ev_per_a=2.85 gap_ev=11.51
C -1.120 1.601 -0.815
N -0.547 0.790 -0.260
C 0.477 -0.104 0.592
C 0.613 -1.351 0.241
H -1.697 2.331 -1.334
H 0.890 0.522 1.357
H 1.303 -1.973 0.791
H 0.080 -1.814 -0.573


9
Properties=species:S:1:pos:R:3 method="wB97M-V/def2-TZVPD" relative_energy_ev=1.081 energy_ha=-226.18546 homo_energy_ev=-10.7 charge=0 max_force_ev_per_a=3.60 gap_ev=11.23
C -1.544 -0.837 0.004
C -1.025 0.583 -0.002
N 0.128 1.026 0.007
C 1.168 0.121 0.019
N 2.046 -0.612 -0.015
H -2.230 -0.959 -0.828
H -2.094 -0.980 0.933
H -0.705 -1.522 -0.090
H -1.788 1.362 -0.084


9
Properties=species:S:1:pos:R:3 method="wB97M-V/def2-TZVPD" relative_energy_ev=6.178 energy_ha=-225.99813 homo_energy_ev=-9.2 charge=0 max_force_ev_per_a=0.73 gap_ev=10.12
N 1.749 0.868 -0.525
C 1.815 -0.383 -0.155
C 0.424 0.025 -0.017
C -0.955 -0.348 -0.301
N -0.506 0.172 1.026
H 0.684 1.308 -0.537
H -1.638 0.318 -0.821
H -1.180 -1.410 -0.407
H -0.393 -0.551 1.736


9
Properties=species:S:1:pos:R:3 method="wB97M-V/def2-TZVPD" relative_energy_ev=1.571 energy_ha=-226.16745 homo_energy_ev=-9.8 charge=0 max_force_ev_per_a=4.66 gap_ev=10.95
C -1.081 1.552 -0.439
C -0.529 0.556 0.005
C 0.482 -0.546 0.169
H -1.663 2.369 -0.543
H 0.998 -0.374 1.070
H 1.110 -0.427 -0.665
H -0.089 -1.535 0.126
N -3.166 0.090 0.495
N -3.432 -0.678 -0.250


9
Properties=species:S:1:pos:R:3 method="wB97M-V/def2-TZVPD" relative_energy_ev=1.252 energy_ha=-226.17918 homo_energy_ev=-9.4 charge=0 max_force_ev_per_a=3.48 gap_ev=10.48
C 0.269 -0.800 0.843
C 1.016 -0.480 -0.358
N 0.460 0.546 -1.022
N -0.720 0.679 -0.329
C -0.919 -0.038 0.809
H 0.418 -1.596 1.622
H 1.959 -0.973 -0.780
H -1.058 1.574 -0.632
H -1.695 0.332 1.484